[1]
This record from OMol25 describes a molecular structure, C22H29F4N4STeV. The level of theory is the ωB97M-V functional and the def2-TZVPD basis.

Atoms and positions in Å:
V  -0.571  -0.360  -0.188
C  2.179  -2.014  2.973
C  1.703  -1.353  1.687
N  0.299  -0.895  1.664
C  -0.667  -2.009  1.770
C  -1.260  -2.321  3.139
C  0.072  0.235  2.597
C  -1.265  0.945  2.398
N  -1.598  0.911  0.991
C  -2.713  1.503  0.518
C  -3.107  1.207  -0.802
F  -2.319  0.272  -1.483
C  -4.206  1.729  -1.436
F  -4.475  1.343  -2.691
C  -5.026  2.623  -0.783
C  -4.687  2.944  0.521
F  -5.452  3.805  1.193
C  -3.581  2.417  1.159
F  -3.333  2.802  2.426
H  3.239  -2.249  2.880
H  1.654  -2.950  3.165
H  2.062  -1.361  3.838
H  1.825  -2.044  0.850
H  2.324  -0.481  1.468
H  -0.177  -2.896  1.368
H  -1.522  -1.802  1.085
H  -0.483  -2.557  3.864
H  -1.909  -3.192  3.050
H  -1.859  -1.502  3.528
H  0.878  0.942  2.392
H  0.177  -0.083  3.638
H  -1.143  1.958  2.789
H  -2.050  0.479  3.005
H  -5.891  3.056  -1.262
C  2.492  0.966  -2.420
Te  0.751  1.695  -1.407
C  2.164  2.472  0.009
C  3.476  2.536  -0.732
C  4.530  3.303  -0.249
C  5.736  3.340  -0.929
C  5.893  2.612  -2.101
C  4.845  1.850  -2.588
C  3.633  1.805  -1.908
H  2.356  1.071  -3.494
H  2.625  -0.091  -2.187
H  2.227  1.805  0.869
H  1.834  3.451  0.352
H  4.403  3.880  0.659
H  6.549  3.946  -0.553
H  6.830  2.649  -2.640
H  4.965  1.290  -3.508
C  -3.422  -3.355  -2.887
N  -2.279  -2.613  -2.377
C  -1.060  -3.123  -2.237
N  -0.864  -4.404  -2.556
S  0.270  -2.210  -1.684
H  -4.292  -2.706  -2.864
H  -3.624  -4.224  -2.260
H  -3.266  -3.675  -3.919
H  -2.377  -1.620  -2.244
H  -1.571  -4.967  -2.998
H  0.062  -4.783  -2.458

* HOMO level (spin up / spin down): -0.35488 / -0.37526 Eh
* net charge: +1
* gap between HOMO and LUMO (spin up / spin down): 7.38 / 7.89 eV
* energy above the lowest of the compared OMol25 structures with the same formula, charge and spin: 31.0 kJ/mol
* expectation value of S²: 3.763
* LUMO level (spin up / spin down): -2.28 / -2.32 eV
* DFT total energy: -3084.23518 Eh
* multiplicity: 4


[2]
This record from OMol25 describes a molecular structure, C22H29N3O at a distorted geometry. The level of theory is the ωB97M-V functional and the def2-TZVPD basis.

Atoms and positions in Å:
C  1.514  1.434  -0.024
H  2.187  1.336  0.787
H  1.376  0.324  -0.544
H  1.656  2.210  -0.763
C  -0.097  1.868  0.647
N  -0.092  0.891  1.641
C  -0.566  1.222  2.855
O  -1.208  2.149  3.062
C  -0.855  -0.148  3.633
N  -0.729  -1.389  3.024
C  -1.907  -1.944  2.294
C  -1.828  -3.201  1.592
N  -0.568  -3.213  1.395
C  0.042  -2.818  0.075
C  1.181  -2.878  -0.388
C  1.834  -2.278  -1.551
C  0.816  -1.590  -2.231
C  -0.429  -1.499  -1.925
C  -0.960  -2.223  -0.751
H  -1.807  -1.937  -0.464
H  -1.305  -1.047  -2.647
H  1.324  -1.252  -3.418
H  2.818  -2.556  -1.935
H  2.212  -3.431  0.204
C  0.308  -3.549  2.241
C  -0.002  -2.570  3.616
H  0.832  -1.985  4.242
H  -0.605  -3.202  4.203
H  0.660  -4.366  2.772
H  1.543  -3.092  2.187
H  -1.965  -4.103  2.390
H  -2.592  -3.302  0.889
H  -2.322  -1.132  1.759
H  -2.784  -1.838  3.322
H  -1.697  -0.010  4.350
H  0.156  -0.256  4.299
H  -0.074  -0.213  1.378
C  -0.814  1.737  -0.367
H  -0.959  0.820  -1.085
H  -1.850  1.658  0.015
C  -1.054  2.990  -1.169
C  0.173  3.129  -2.441
C  0.857  4.214  -2.393
C  1.810  4.333  -3.261
C  1.861  3.255  -4.450
C  0.923  2.132  -4.191
C  -0.012  2.144  -3.235
H  -0.753  1.331  -3.210
H  0.953  1.351  -5.185
H  2.756  3.336  -5.186
H  2.479  4.956  -3.331
H  0.720  4.819  -1.615
H  -1.266  3.691  -0.629
H  -2.082  2.974  -1.698
H  0.189  2.718  1.219

* HOMO level: -0.29020 Eh
* gap between HOMO and LUMO: 8.13 eV
* energy above the lowest of the compared OMol25 structures with the same formula, charge and spin: 2130.2 kJ/mol
* LUMO level: 0.24 eV
* DFT total energy: -1094.44340 Eh